ORCA calculation (the ωB97M-V functional and the def2-TZVPD basis) on a cluster of 2 separate species, CH3O2S in total in a non-equilibrium geometry.

XYZ file:
```
7
Properties=species:S:1:pos:R:3:forces:R:3:lowdin_charge:R:1
C 0.395 0.858 -0.761 -3.0 -0.6 -0.1 -0.365
O 1.415 1.482 1.482 0.5 -0.1 0.7 -0.474
O -0.983 2.122 1.288 1.8 -2.1 -1.1 -0.488
S 0.134 1.188 0.889 -2.0 0.9 0.4 0.431
H -0.587 0.412 -1.230 1.7 1.0 0.9 0.017
H 1.115 0.068 -0.679 0.7 -0.4 -0.3 -0.045
H -0.342 -0.961 1.893 0.2 1.3 -0.5 -0.076
```
Forces are in eV/Å.

Values from the calculation:
* energy relative to the best compared isomer or geometry (same formula, charge and spin): 510.34 kJ/mol
* frontier orbital gap (spin up / spin down): 0.279 / 0.244 hartree
* E_tot: -16012.491 eV
* HOMO level (spin up / spin down): -3.9 / -3.1 eV
* strongest force on any atom: 3.03 eV/A
* charge: -1